[1]
Density functional theory data (ωB97M-V/def2-TZVPD) for a structure of composition C31H40InN4O at a distorted geometry.

Its HOMO energy (spin up / spin down) is -2.3 / -1.7 eV. For the HOMO-LUMO gap (spin up / spin down), the calculation gives 4.79 / 4.29 eV. The calculation puts the total energy at -45973.2198 eV. Its relative energy (zero: lowest compared OMol25 entry of this formula, charge and spin) is 2.7300 eV.

Structure (ORCA input):
```
! RIJCOSX wB97M-V def2-TZVPD def2/J DEFGRID3
* xyz -1 1
In 1.6413 0.5542 -0.3082
N -0.4218 3.6461 -0.9636
N -1.3575 0.3706 -0.7840
C 0.4624 -1.7342 2.2395
C -0.9056 -2.1211 2.2020
C -1.6645 -1.1261 2.8665
C -3.1353 -1.0957 2.9605
H -3.5462 -2.1096 3.0490
H -3.5837 -0.6382 2.0631
H -3.4585 -0.5083 3.8274
C -0.7680 -0.1453 3.3589
C -1.1233 1.0703 4.1109
H -0.3789 1.2784 4.8907
H -2.1040 0.9560 4.5873
H -1.1699 1.9487 3.4493
C 0.5464 -0.5225 2.9814
C 1.7735 0.2360 3.2971
H 1.9297 1.0913 2.6152
H 2.6579 -0.4098 3.2352
H 1.7127 0.6460 4.3159
C -1.4686 -3.3313 1.5831
H -2.1232 -3.8706 2.2863
H -0.6737 -4.0174 1.2705
H -2.0880 -3.0801 0.7096
C 1.5810 -2.4739 1.6161
H 2.5010 -1.8742 1.5845
H 1.3396 -2.7685 0.5827
H 1.8020 -3.3991 2.1772
C 0.1385 4.6340 -1.7038
H 0.9112 5.2202 -1.2163
C -0.3404 4.8262 -2.9801
H -0.0577 5.7243 -3.5208
C -1.1640 3.8566 -3.5790
H -1.5142 3.9833 -4.6009
C -1.5047 2.6989 -2.8657
H -2.0216 1.8275 -3.2805
C -1.2079 2.6772 -1.5186
C -1.6094 1.7290 -0.4552
H -2.6955 1.8612 -0.2706
C -0.1398 -0.1058 -1.2441
C -2.3445 -0.5850 -0.9801
H -3.3650 -0.3960 -0.7001
C -1.7846 -1.6186 -1.6076
H -2.2283 -2.5031 -2.0269
N -0.4269 -1.3655 -1.7310
C 0.5542 -2.2603 -2.2344
C 0.4824 -3.6573 -1.9717
C 1.6877 -4.3750 -1.9739
H 1.6716 -5.4290 -1.6777
C 2.8966 -3.7922 -2.3671
C 4.2006 -4.5295 -2.2816
H 4.9215 -3.9617 -1.6771
H 4.6580 -4.6835 -3.2696
H 4.0629 -5.5082 -1.8108
C 2.8736 -2.4921 -2.8759
H 3.7801 -2.0427 -3.2918
C 1.7005 -1.7246 -2.8613
C 1.7177 -0.3839 -3.5393
H 1.7161 -0.5254 -4.6345
H 2.6496 0.1461 -3.2973
H 0.8586 0.2549 -3.2877
C -0.7674 -4.4306 -1.7296
H -1.4539 -4.4033 -2.5860
H -1.3083 -4.1247 -0.8307
H -0.4943 -5.4843 -1.5910
C -1.4734 4.7382 2.1242
N -0.3187 4.4740 1.2960
C 0.8159 5.3376 1.4839
C -0.1227 3.3565 0.4371
O -0.8833 2.1936 0.7144
H -2.0988 5.5507 1.7064
H -1.1338 5.0949 3.1096
H -2.0887 3.8400 2.2617
H 1.6411 4.7793 1.9592
H 1.1640 5.7127 0.5109
H 0.5118 6.1805 2.1230
H 0.9566 3.1133 0.5396
*
```

---

[2]
Density functional theory data (ωB97M-V/def2-TZVPD) for a cluster of 5 separate species, C25H61Cl2FN2O16P5 in total at a distorted geometry.

Its HOMO energy is -11.2 eV. For the HOMO-LUMO gap, the calculation gives 7.52 eV. The calculation puts the total energy at -136855.1124 eV.

Structure (ORCA input):
```
! RIJCOSX wB97M-V def2-TZVPD def2/J DEFGRID3
* xyz 1 1
C 4.2517 1.5420 0.6641
C 5.1092 2.7670 0.3256
Cl 6.8168 2.3894 0.7673
C 5.1540 3.1156 -1.1690
C 3.8366 3.4741 -1.7449
N 2.7272 2.8452 -1.6430
C 1.5438 3.3975 -2.3764
C 0.7098 4.3092 -1.4495
C 0.2045 3.7005 -0.1368
C -1.2090 3.0567 -0.1225
C -2.0717 3.1975 -1.3717
N -3.4783 2.9299 -0.9645
P 0.6991 1.8971 -3.1423
C 0.3676 0.6899 -1.7783
C 1.9568 1.0215 -4.1845
C 2.3343 4.3095 -3.3566
F 2.7858 3.6650 -4.4839
Cl 1.5168 5.7454 -3.9656
C 3.6121 4.6853 -2.5864
H 4.8020 0.9097 1.3486
H 4.0188 0.9459 -0.2186
H 3.3478 1.8923 1.1635
H 4.8628 3.6460 0.9115
H 5.5187 2.2258 -1.6927
H 5.9011 3.8811 -1.3507
H 2.6922 1.9823 -1.1130
H -0.0533 4.8236 -2.0190
H 1.4215 5.0847 -1.1557
H 0.2041 4.4888 0.6113
H 0.9181 2.9649 0.2418
H -1.7788 3.5197 0.6793
H -1.1702 1.9996 0.1342
H -1.8306 2.4769 -2.1509
H -2.0778 4.2066 -1.7762
H -4.0807 3.5462 -1.4951
H -3.7585 2.0020 -1.2639
H 1.0165 -0.1743 -1.9025
H -0.6780 0.4074 -1.7983
H 0.6015 1.1022 -0.7976
H 1.8336 1.3851 -5.1964
H 2.9478 1.3162 -3.8382
H 1.8151 -0.0483 -4.0801
H 3.3636 5.4979 -1.8976
H 4.4508 5.0166 -3.1869
C -4.3229 0.5602 2.4398
O -5.3569 -0.0022 1.6410
P -5.0297 -1.4798 0.8539
O -4.9728 -0.8372 -0.5043
O -6.5149 -2.0021 1.2559
C -7.6528 -1.2049 0.9244
O -4.6029 -2.9937 0.3835
C -5.5764 -3.8483 -0.2178
H -4.6378 1.5311 2.8132
H -4.0909 -0.0852 3.2904
H -3.4316 0.6862 1.8173
H -7.4485 -0.5587 0.0706
H -7.9526 -0.6007 1.7793
H -8.4634 -1.8870 0.6725
H -6.1286 -3.3082 -0.9863
H -6.2588 -4.2612 0.5197
H -5.0184 -4.6666 -0.6691
C 0.1814 2.9246 5.8278
O 1.6229 2.8241 5.7679
P 2.4764 3.9375 4.9299
O 2.9819 3.2306 3.7338
O 3.5726 4.0701 6.1058
C 4.4201 2.9589 6.4022
O 2.4909 5.5021 4.5911
C 3.7138 6.2401 4.7243
H -0.1837 2.0740 6.3950
H -0.1228 3.8420 6.3312
H -0.2478 2.8936 4.8244
H 4.5358 2.3055 5.5376
H 4.0147 2.3927 7.2400
H 5.3941 3.3546 6.6832
H 4.5382 5.7016 4.2600
H 3.9367 6.4461 5.7664
H 3.5529 7.1846 4.2091
C -3.0245 -7.7587 4.6153
O -4.4514 -7.6101 4.7713
P -5.0958 -6.1099 4.8234
O -5.5202 -5.8936 6.2146
O -6.3112 -6.4828 3.8298
C -7.3194 -7.3854 4.2863
O -4.8103 -4.6738 4.1765
C -5.9124 -3.9102 3.6747
H -2.7992 -8.8206 4.6438
H -2.6933 -7.3526 3.6588
H -2.4958 -7.2618 5.4307
H -7.3942 -7.3797 5.3734
H -7.1029 -8.3949 3.9370
H -8.2679 -7.0613 3.8619
H -6.7334 -3.8965 4.3897
H -6.2459 -4.3027 2.7205
H -5.5575 -2.8941 3.5215
C 4.4783 -6.0860 -5.9506
O 3.8759 -5.1337 -6.8564
P 3.8915 -3.5500 -6.4786
O 2.5034 -3.1953 -6.1323
O 4.3235 -3.0847 -7.9584
C 3.3948 -3.2474 -9.0325
O 4.8438 -2.5163 -5.7102
C 5.0684 -1.2301 -6.2866
H 4.3261 -7.0767 -6.3674
H 5.5487 -5.9043 -5.8520
H 4.0024 -6.0359 -4.9700
H 2.3673 -3.2597 -8.6700
H 3.6065 -4.1699 -9.5720
H 3.5249 -2.4055 -9.7098
H 4.1276 -0.7903 -6.6157
H 5.7738 -1.2786 -7.1116
H 5.5056 -0.6086 -5.5064
*
```

---

[3]
Density functional theory data (ωB97M-V/def2-TZVPD) for a cluster of 10 separate species, C36H77Br18ClI2N5O7P in total.

Its HOMO energy is -8.2 eV. For the HOMO-LUMO gap, the calculation gives 8.25 eV. The calculation puts the total energy at -1359143.0729 eV. As for the structure (SMILES): CCCCO[C@@](O[C@@](CC(N)(N)N)(OCCOCC)P(=O)(O)O)([C@@H](I)CC)[C@@](I)(CCN)NCl.BrCCBr.BrCCBr.BrCCBr.BrCCBr.BrCCBr.BrCCBr.BrCCBr.BrCCBr.BrCCBr.

Structure (ORCA input):
```
! RIJCOSX wB97M-V def2-TZVPD def2/J DEFGRID3
* xyz 0 1
C 4.8490 -1.6348 3.5441
C 3.6283 -1.1582 2.7442
C 2.7476 -0.1776 3.5279
C 2.1141 0.9215 2.6890
O 1.2027 0.3599 1.7444
C 0.7186 1.0740 0.6547
O -0.5584 0.5409 0.2975
C -1.5013 -0.2579 0.9541
C -2.8916 0.3974 0.8177
C -3.5465 0.5746 -0.5675
N -4.8643 1.1681 -0.2782
N -3.7366 -0.6494 -1.3372
N -2.7835 1.4727 -1.4092
O -1.3633 -1.4934 0.2672
C -2.1731 -2.6000 0.6143
C -2.2848 -3.5558 -0.6023
O -1.4959 -3.0736 -1.6583
C -1.6221 -3.8004 -2.8686
C -2.9277 -3.5400 -3.6084
P -1.4276 -0.6537 2.7865
O -2.7269 -1.1367 3.3057
O -0.9721 0.6735 3.5602
O -0.2837 -1.7598 2.9817
C 0.3497 2.5690 0.9339
I 1.6964 4.0110 1.8096
C -0.3866 3.2356 -0.2483
C 0.3831 4.1688 -1.1871
C 1.5646 0.6546 -0.6243
I 3.5245 1.6459 -0.5846
C 1.8009 -0.8595 -0.5642
C 2.7921 -1.5824 -1.4947
N 2.9240 -1.1350 -2.8760
N 0.9790 1.1175 -1.8725
Cl 0.0286 0.0125 -2.7596
H 5.7003 -0.9669 3.3890
H 4.6349 -1.6616 4.6168
H 5.1577 -2.6374 3.2380
H 3.0373 -2.0350 2.4551
H 3.9594 -0.6872 1.8130
H 2.0012 -0.6990 4.1315
H 3.3899 0.3689 4.2347
H 1.5924 1.6220 3.3472
H 2.9148 1.4813 2.2023
H -2.7868 1.4055 1.2401
H -3.5933 -0.1365 1.4590
H -5.5070 0.9168 -1.0175
H -5.2646 0.9235 0.6186
H -2.8533 -0.9788 -1.7170
H -4.1426 -1.3734 -0.7596
H -2.9391 1.2505 -2.3822
H -3.0852 2.4202 -1.2327
H -1.7549 -3.1473 1.4675
H -3.1753 -2.2956 0.9324
H -3.3382 -3.6539 -0.8968
H -1.9487 -4.5634 -0.3145
H -0.7842 -3.4642 -3.4843
H -1.4675 -4.8746 -2.6861
H -3.1105 -4.3419 -4.3311
H -2.8976 -2.5797 -4.1283
H -3.7952 -3.5133 -2.9448
H -1.4771 0.7244 4.3864
H 0.1519 -1.9710 2.1481
H -0.3915 2.4734 1.7309
H -0.8313 2.4444 -0.8441
H -1.2123 3.8076 0.1935
H 1.4062 3.8386 -1.3765
H 0.3855 5.2023 -0.8320
H -0.1266 4.1772 -2.1553
H 2.1682 -1.1007 0.4341
H 0.8179 -1.3382 -0.6275
H 2.4726 -2.6312 -1.4778
H 3.7816 -1.5849 -1.0236
H 2.5330 -1.8147 -3.5185
H 3.8844 -0.9553 -3.1270
H 1.6488 1.5411 -2.4955
Br -0.0739 5.3550 -4.8124
C 0.5997 4.1101 -6.1453
C 1.0015 2.7899 -5.5453
Br 2.6842 2.9129 -4.5761
H 1.4295 4.6044 -6.6386
H -0.2113 3.9694 -6.8552
H 1.1683 2.0578 -6.3333
H 0.2679 2.4092 -4.8402
Br -6.2844 -2.1019 -6.7793
C -5.0881 -0.6859 -7.3629
C -3.7511 -0.7641 -6.6749
Br -3.8480 -0.1630 -4.8309
H -5.5955 0.2524 -7.1644
H -4.9702 -0.8206 -8.4356
H -3.0322 -0.1119 -7.1659
H -3.3653 -1.7793 -6.6494
Br 0.4993 1.2945 6.7488
C -0.8851 1.6980 8.0514
C -1.8455 0.5487 8.1833
Br -3.0129 0.4212 6.6254
H -1.3755 2.6027 7.7087
H -0.3773 1.8911 8.9925
H -2.4984 0.6932 9.0408
H -1.3348 -0.4054 8.2625
Br 1.9819 0.1321 10.7938
C 3.1334 0.9717 9.4684
C 4.5811 0.9375 9.8776
Br 4.9753 2.2269 11.2779
H 2.7673 1.9847 9.3360
H 2.9820 0.4096 8.5500
H 5.2142 1.2106 9.0367
H 4.8763 -0.0347 10.2586
Br -1.3605 4.4198 10.4054
C -1.2828 5.5882 8.8502
C -1.9456 6.9143 9.1107
Br -3.8824 6.7678 9.1171
H -1.7540 5.0533 8.0314
H -0.2253 5.7269 8.6373
H -1.7022 7.6169 8.3172
H -1.6608 7.3316 10.0709
Br -8.4904 -0.4197 5.3759
C -7.0239 -1.6598 5.0590
C -5.9127 -1.0430 4.2569
Br -6.3808 -0.8645 2.3739
H -7.4539 -2.5265 4.5673
H -6.6571 -1.9402 6.0438
H -5.0217 -1.6637 4.2704
H -5.6592 -0.0450 4.6004
Br 1.2338 -3.5098 -4.9365
C 1.8801 -2.8299 -6.6353
C 2.9996 -3.6670 -7.1986
Br 4.6757 -3.3868 -6.2602
H 2.1854 -1.8040 -6.4537
H 1.0231 -2.8422 -7.3053
H 3.1859 -3.3825 -8.2311
H 2.7941 -4.7319 -7.1401
Br 4.5474 -4.6511 -2.7789
C 4.7840 -6.5752 -2.6636
C 5.3566 -7.1511 -3.9313
Br 4.0230 -7.2522 -5.3451
H 3.8110 -6.9980 -2.4340
H 5.4611 -6.7420 -1.8288
H 5.6822 -8.1760 -3.7689
H 6.1805 -6.5599 -4.3180
Br 3.9179 1.9992 -8.2528
C 3.8547 2.8508 -9.9999
C 3.1593 4.1844 -9.9626
Br 1.2283 3.9852 -9.8353
H 3.3618 2.1559 -10.6720
H 4.8932 2.9737 -10.2986
H 3.3349 4.7278 -10.8880
H 3.4712 4.7894 -9.1173
*
```

---

[4]
Density functional theory data (ωB97M-V/def2-TZVPD) for a structure of composition C50H93O4P2S4SiTl.

Its HOMO energy is -7.0 eV. For the HOMO-LUMO gap, the calculation gives 7.34 eV. The calculation puts the total energy at -136048.5021 eV. Its relative energy (zero: lowest compared OMol25 entry of this formula, charge and spin) is 0.1800 eV.

Structure (ORCA input):
```
! RIJCOSX wB97M-V def2-TZVPD def2/J DEFGRID3
* xyz 0 1
Tl 0.2632 0.3606 0.1037
C -2.3731 3.5304 1.5949
C -3.2131 2.2700 1.4877
S -3.0024 1.2770 -0.0150
C -3.5457 2.3774 -1.3587
C -2.5055 3.3676 -1.8846
S -0.8231 2.6403 -1.9954
C 0.2271 3.9196 -1.2498
C -0.1591 4.4667 0.1171
S -0.5660 3.2518 1.4228
H -2.6708 4.2628 0.8481
H -2.5306 3.9691 2.5820
H -2.9377 1.5658 2.2754
H -4.2721 2.5197 1.5841
H -3.8223 1.6796 -2.1498
H -4.4465 2.8966 -1.0266
H -2.4487 4.2518 -1.2542
H -2.7879 3.6820 -2.8895
H 1.1845 3.3994 -1.2124
H 0.3088 4.7579 -1.9443
H 0.6907 5.0324 0.5019
H -1.0095 5.1443 0.0530
C -1.8072 -0.7539 6.6852
C -1.0234 -0.0989 5.5437
C -1.5682 1.2993 5.2506
C -1.0218 -0.9659 4.3047
C 0.1737 -1.3603 3.7353
C 0.2656 -2.2348 2.6512
C 1.6975 -2.7245 2.4265
C 2.1653 -2.9858 1.0023
C 1.9540 -3.9605 3.3045
C -0.9279 -2.7128 2.0659
C -2.1512 -2.3712 2.6840
C -2.1804 -1.4911 3.7573
C -3.4394 -3.1074 2.3570
C -4.6526 -2.1870 2.2134
C -3.7252 -4.1506 3.4461
C -0.9242 -3.8242 1.0473
C -0.8846 -5.0796 1.6701
C -0.8084 -6.2685 0.9728
C -0.7305 -6.2273 -0.4063
C -0.8090 -5.0058 -1.0478
C -0.9487 -3.7874 -0.3714
P -1.2368 -2.2579 -1.4161
C -2.9190 -2.6831 -2.2413
C -3.9770 -2.4261 -1.1672
C -3.1590 -4.0965 -2.7697
C -3.1415 -1.6503 -3.3511
C 0.0608 -2.3004 -2.8347
C 0.0451 -0.8936 -3.4603
C 1.4326 -2.4629 -2.1792
C -0.0611 -3.3344 -3.9543
H -1.6620 -0.2000 7.6142
H -1.4739 -1.7809 6.8404
H -2.8767 -0.7683 6.4676
H 0.0156 0.0122 5.8679
H -2.6240 1.2438 4.9709
H -1.0093 1.7539 4.4343
H -1.4800 1.9367 6.1326
H 1.0943 -1.0138 4.1880
H 2.3330 -1.9214 2.8124
H 1.5584 -3.7365 0.5026
H 3.1955 -3.3482 1.0283
H 2.1469 -2.0621 0.4268
H 1.4869 -4.8453 2.8741
H 1.5579 -3.8103 4.3099
H 3.0273 -4.1470 3.3804
H -3.1342 -1.2671 4.2233
H -3.2916 -3.6467 1.4248
H -4.9560 -1.7829 3.1816
H -5.4980 -2.7440 1.8058
H -4.4353 -1.3555 1.5498
H -3.8672 -3.6665 4.4141
H -2.9047 -4.8619 3.5388
H -4.6315 -4.7087 3.2014
H -0.9320 -5.1084 2.7513
H -0.8013 -7.2129 1.5019
H -0.6216 -7.1391 -0.9798
H -0.7469 -4.9957 -2.1249
H -3.9274 -3.1882 -0.3924
H -4.9777 -2.4610 -1.6085
H -3.8359 -1.4468 -0.7174
H -3.1314 -4.8256 -1.9615
H -2.4494 -4.3984 -3.5375
H -4.1595 -4.1331 -3.2125
H -2.8864 -0.6487 -2.9953
H -4.1923 -1.6529 -3.6537
H -2.5456 -1.8640 -4.2362
H -0.0219 -0.1159 -2.7002
H -0.7701 -0.7483 -4.1673
H 0.9869 -0.7270 -3.9893
H 1.6175 -1.6502 -1.4750
H 2.2074 -2.3849 -2.9454
H 1.5325 -3.4232 -1.6724
H -1.0171 -3.2888 -4.4720
H 0.1041 -4.3516 -3.5992
H 0.7178 -3.1248 -4.6940
C 4.5035 0.3143 1.4391
P 3.3629 1.4731 2.2274
C 3.8458 1.5162 3.9854
C 3.7363 3.1343 1.6035
O 1.9250 1.1034 2.0872
H 5.5411 0.6286 1.5557
H 4.2476 0.2504 0.3806
H 4.3583 -0.6689 1.8908
H 4.8768 1.8474 4.1073
H 3.7281 0.5166 4.4050
H 3.1715 2.1948 4.5081
H 4.7946 3.3638 1.7232
H 3.1306 3.8609 2.1471
H 3.4620 3.1532 0.5473
C 2.5978 -0.8773 -6.3913
C 3.3885 0.1850 -5.6281
C 4.8079 0.2568 -6.2062
C 2.6988 1.5440 -5.7609
O 3.3980 -0.2234 -4.2620
Si 3.9579 0.4619 -2.8726
S 2.5434 1.3445 -1.6535
O 4.5511 -0.7872 -1.9742
C 5.4744 -1.8393 -2.2350
C 5.4233 -2.7591 -1.0149
C 6.8826 -1.2653 -2.4041
C 5.0962 -2.6468 -3.4784
O 5.1648 1.4856 -3.3658
C 5.7440 2.6870 -2.8670
C 6.9390 3.0014 -3.7678
C 4.7528 3.8523 -2.9323
C 6.2339 2.4674 -1.4355
H 2.5714 -0.6296 -7.4532
H 1.5744 -0.9322 -6.0161
H 3.0668 -1.8546 -6.2668
H 4.7795 0.6549 -7.2218
H 5.2593 -0.7368 -6.2337
H 5.4232 0.9010 -5.5867
H 2.5691 1.8042 -6.8122
H 3.3010 2.3087 -5.2696
H 1.7247 1.5108 -5.2696
H 5.7080 -2.2073 -0.1175
H 6.1020 -3.6032 -1.1434
H 4.4066 -3.1335 -0.8857
H 7.1936 -0.7670 -1.4839
H 6.8841 -0.5328 -3.2123
H 7.5959 -2.0577 -2.6356
H 4.0520 -2.9526 -3.4177
H 5.7278 -3.5336 -3.5486
H 5.2174 -2.0451 -4.3754
H 6.6141 3.1280 -4.8016
H 7.6656 2.1879 -3.7291
H 7.4196 3.9228 -3.4359
H 4.4985 4.0643 -3.9726
H 5.1906 4.7477 -2.4865
H 3.8411 3.5899 -2.4012
H 6.9623 1.6544 -1.4262
H 5.3889 2.1867 -0.8092
H 6.7010 3.3724 -1.0432
*
```